Record 1
Formula: C18H38FNO8P
Source: the OMol25 dataset
Level of theory: the ωB97M-V functional and the def2-TZVPD basis

Each line ends with the natural charge from an NBO analysis.
CARTESIAN COORDINATES (ANGSTROEM)
C  -0.66520  2.14323  1.71273  -0.60
C  -1.35184  1.63170  0.45575  -0.39
C  -1.91211  0.20146  0.54843  -0.40
C  -1.72875  -0.61847  -0.73008  -0.38
C  -2.24673  0.07283  -1.99369  -0.42
C  -2.11051  -0.80691  -3.25110  -0.43
C  -1.13710  -0.25477  -4.28988  -0.23
N  0.28600  -0.42889  -3.81900  -0.37
C  0.87976  0.90773  -3.44464  -0.28
C  2.37675  0.80083  -3.28554  0.44
F  2.59564  -0.15606  -2.30240  -0.37
O  3.02311  0.43040  -4.43848  -0.48
C  2.18611  -0.20713  -5.40340  -0.10
C  1.25619  -1.19042  -4.71587  -0.40
P  0.42882  -2.51455  -5.76926  1.12
C  1.57775  -2.61568  -7.17436  -0.99
O  0.85441  -3.85690  -4.93420  -0.95
H  -0.18262  3.09323  1.48005  0.21
H  -1.36191  2.31810  2.52979  0.22
H  0.11637  1.46799  2.05897  0.20
H  -2.16829  2.30291  0.18679  0.21
H  -0.61714  1.66503  -0.35591  0.16
H  -2.96925  0.23432  0.81668  0.21
H  -1.40841  -0.33151  1.35709  0.22
H  -0.65506  -0.82200  -0.84054  0.17
H  -2.27172  -1.55614  -0.61842  0.22
H  -1.76390  1.03936  -2.13622  0.19
H  -3.30410  0.29907  -1.84367  0.23
H  -1.80348  -1.82084  -2.98337  0.21
H  -3.07299  -0.89326  -3.75188  0.25
H  -1.30054  -0.74432  -5.24170  0.25
H  -1.33646  0.80670  -4.42310  0.22
H  0.24119  -0.94414  -2.94023  0.45
H  0.62816  1.65132  -4.19320  0.24
H  0.45069  1.20670  -2.49090  0.26
H  2.79509  1.73572  -2.92033  0.19
H  2.85119  -0.74338  -6.06879  0.24
H  1.64859  0.54352  -5.98811  0.19
H  1.90097  -1.73786  -4.02409  0.26
H  1.34797  -3.55053  -7.68024  0.27
H  2.63114  -2.63798  -6.88498  0.23
H  1.43742  -1.78457  -7.86400  0.25
H  1.80667  -3.93826  -4.81743  0.49
C  2.21846  4.95974  3.92995  -0.26
O  1.14075  4.21540  4.50287  -0.50
C  1.00687  4.38240  5.82096  0.98
O  1.69781  5.07956  6.51157  -0.63
O  -0.02026  3.64232  6.22944  -0.50
C  -0.28048  3.72730  7.63586  -0.26
H  2.20791  4.73095  2.86805  0.19
H  2.07048  6.02728  4.07846  0.20
H  3.16910  4.65614  4.36349  0.20
H  -0.52186  4.74947  7.91854  0.20
H  0.57888  3.38014  8.20515  0.20
H  -1.13262  3.08112  7.82097  0.20
C  -2.17066  -5.48561  4.48355  -0.26
O  -1.56840  -4.46127  3.68299  -0.50
C  -0.84235  -3.58779  4.37548  0.98
O  -0.66682  -3.59520  5.56257  -0.63
O  -0.33911  -2.69432  3.52012  -0.50
C  0.46786  -1.68785  4.13817  -0.26
H  -2.72367  -6.11606  3.79457  0.20
H  -1.40795  -6.07147  4.99152  0.20
H  -2.84889  -5.05046  5.21414  0.20
H  1.32536  -2.13253  4.63812  0.20
H  -0.11750  -1.10944  4.85026  0.20
H  0.80520  -1.03741  3.33596  0.19

## Properties
Multiplicity: 1
Charge: +1
Highest occupied orbital energy in eV: -12.34
Frontier orbital gap in eV: 9.95
Electronic energy in eV: -49152.5197
Lowest unoccupied orbital energy in eV: -2.40

***

Record 2
Formula: C18H38N3OPPdSSi
Source: the OMol25 dataset
Level of theory: the ωB97M-V functional and the def2-TZVPD basis

Each line ends with the Mulliken spin population.
CARTESIAN COORDINATES (ANGSTROEM)
Pd  -1.11204  -1.11741  -2.65724  0.77
Si  0.10091  -2.98077  -2.63296  0.24
P  0.14537  0.60580  -3.48689  0.19
N  -2.18766  0.33599  -1.83184  1.16
H  2.24971  0.26377  0.81479  0.12
C  0.06552  2.07863  -2.44571  0.02
H  0.04260  2.97257  -3.08225  0.00
H  0.93580  2.10546  -1.78054  0.00
H  -0.86612  1.98965  -1.85930  0.00
C  1.88078  0.41942  -3.94037  0.02
H  2.10453  1.12069  -4.75728  0.00
H  2.07478  -0.60546  -4.28056  0.00
H  2.50893  0.66218  -3.06771  0.00
C  -0.74460  1.06586  -4.99811  0.02
H  -0.20299  1.87404  -5.50826  0.00
H  -1.75613  1.39783  -4.72762  0.00
H  -0.80976  0.18674  -5.65356  0.00
C  1.93238  -2.76279  -2.18417  0.02
H  2.08275  -3.11594  -1.15291  0.01
H  2.23121  -1.70812  -2.25436  0.00
H  2.54354  -3.37691  -2.86437  0.01
H  -0.45093  -3.90895  -1.59241  0.06
H  0.08171  -3.69534  -3.95591  0.05
C  -3.50000  0.20213  -1.76499  -0.15
C  -5.65111  1.15053  -1.08172  -0.11
C  -4.27761  1.22580  -1.10501  0.25
C  -4.18783  -0.91093  -2.35011  0.30
C  -5.57420  -0.96012  -2.32026  -0.08
C  -6.30850  0.06294  -1.69244  0.25
H  -6.23399  1.93037  -0.57825  0.00
H  -3.71844  2.05570  -0.65676  0.00
H  -3.55497  -1.68645  -2.81898  -0.05
H  -6.11309  -1.79814  -2.76260  0.00
H  -7.39259  -0.00832  -1.66304  0.02
C  3.64189  0.64631  -0.03273  0.06
O  3.04216  1.36250  -0.87498  0.15
C  4.04414  1.09576  1.37241  0.01
H  5.13436  1.25592  1.39925  0.01
H  3.79112  0.33236  2.13688  0.00
H  3.53751  2.03703  1.62051  0.00
C  4.42692  -0.57988  -0.48069  0.00
H  5.46404  -0.21214  -0.55944  -0.01
H  4.09349  -0.91192  -1.47222  0.00
H  4.38249  -1.41535  0.24040  0.01
C  -1.02963  -2.27318  4.79772  0.01
C  0.16885  -1.61579  4.15659  0.04
N  -0.27483  -0.78727  3.00645  0.09
C  0.48398  0.26662  2.60604  0.43
S  0.78027  0.40547  0.92756  0.00
N  0.84240  1.22941  3.47322  0.10
C  0.02023  1.54179  4.66621  0.02
C  0.83852  2.31698  5.67910  0.01
H  -1.78213  -1.53244  5.08203  -0.01
H  -0.70202  -2.81130  5.69110  0.00
H  -1.50282  -2.99054  4.11976  0.00
H  0.72382  -0.97387  4.84618  -0.01
H  0.86979  -2.39281  3.80945  0.00
H  -0.55485  -1.35464  2.20262  -0.01
H  1.31167  2.02087  3.02473  -0.01
H  -0.86208  2.12943  4.36184  0.00
H  -0.33801  0.59084  5.06801  0.00
H  0.97435  3.35235  5.34706  0.00
H  0.31523  2.33786  6.64067  0.00
H  1.82117  1.85917  5.83798  -0.01

## Properties
Multiplicity: 5
Highest occupied orbital energy (spin up / spin down) in eV: -5.39 / -7.50
ΔE to the lowest compared entry with this formula, charge and spin in kcal per mole: 6.64
Frontier orbital gap (spin up / spin down) in eV: 5.87 / 6.23
Electronic energy in eV: -57275.7291
Lowest unoccupied orbital energy (spin up / spin down) in eV: 0.48 / -1.27
Expectation value of S²: 6.08

***

Record 3
Formula: C18H39BO10S
Source: the OMol25 dataset
Level of theory: the ωB97M-V functional and the def2-TZVPD basis

Each line ends with the natural charge from an NBO analysis.
CARTESIAN COORDINATES (ANGSTROEM)
C  2.22455  -2.88705  -1.15571  -0.61
C  1.75235  -3.43666  0.19799  -0.43
C  2.52195  -2.95900  1.42922  -0.22
C  1.97292  -3.56236  2.73504  -0.25
B  1.85899  -5.14113  3.00414  1.16
O  1.85880  -6.06778  1.99151  -0.93
O  1.88210  -5.57929  4.29592  -0.88
O  0.69939  -2.87188  2.88260  -0.51
C  0.94220  -1.56388  2.59087  0.79
O  0.21470  -0.68434  2.93441  -0.55
C  2.26847  -1.48475  1.83233  -0.48
S  2.32770  -0.13870  0.63125  0.01
H  3.25242  -2.52535  -1.10454  0.21
H  1.61626  -2.05718  -1.50723  0.21
H  2.18672  -3.67121  -1.91237  0.21
H  0.68539  -3.24975  0.34576  0.20
H  1.86218  -4.51963  0.17233  0.23
H  3.59026  -3.16657  1.34240  0.22
H  2.61415  -3.17015  3.53938  0.18
H  1.03618  -6.54414  1.85672  0.51
H  1.46612  -4.98320  4.92688  0.50
H  3.01807  -1.21054  2.58246  0.25
H  1.01532  -0.10848  0.36499  0.13
C  -2.37212  -2.38272  2.40957  -0.24
O  -3.63554  -1.75956  2.47429  -0.55
C  -3.52977  -0.35720  2.64628  -0.09
C  -4.77339  0.34292  2.14910  -0.09
O  -4.85176  0.44759  0.73522  -0.54
C  -5.24664  -0.71147  0.02189  -0.09
C  -6.73224  -0.99067  0.06996  -0.09
O  -7.10188  -1.56734  1.30820  -0.54
C  -8.46720  -1.39297  1.60182  -0.25
H  -1.81908  -2.26098  3.34314  0.18
H  -2.54589  -3.44393  2.23138  0.18
H  -1.77072  -1.97885  1.58725  0.16
H  -2.65483  0.02676  2.10809  0.18
H  -3.39863  -0.12676  3.71283  0.17
H  -4.72878  1.37437  2.50547  0.19
H  -5.66825  -0.12591  2.56433  0.19
H  -4.68441  -1.59120  0.34313  0.20
H  -4.99265  -0.50175  -1.01973  0.19
H  -6.98559  -1.68270  -0.74619  0.17
H  -7.27974  -0.05331  -0.09133  0.17
H  -8.73356  -0.33008  1.63878  0.16
H  -8.65049  -1.83814  2.57782  0.19
H  -9.10690  -1.88800  0.86100  0.16
C  6.22394  4.34754  -4.54670  -0.25
O  5.10289  4.64469  -3.74920  -0.55
C  4.14608  5.43988  -4.42333  -0.09
C  2.77460  5.27686  -3.80806  -0.09
O  2.12361  4.06752  -4.16081  -0.54
C  2.53681  2.88990  -3.48744  -0.09
C  1.99814  2.76273  -2.08035  -0.09
O  2.71804  3.58617  -1.18371  -0.55
C  1.98350  3.89368  -0.02043  -0.25
H  6.77457  5.25424  -4.82516  0.16
H  6.87910  3.70498  -3.96167  0.19
H  5.93208  3.82072  -5.46280  0.16
H  4.10042  5.16254  -5.48405  0.17
H  4.43577  6.49839  -4.35618  0.17
H  2.14193  6.06788  -4.21673  0.19
H  2.82623  5.40300  -2.72444  0.20
H  3.62427  2.78784  -3.48721  0.20
H  2.11538  2.06864  -4.07132  0.19
H  2.09431  1.71267  -1.76485  0.17
H  0.93430  3.03214  -2.07506  0.17
H  1.04772  4.40873  -0.26726  0.16
H  2.60040  4.55122  0.58899  0.19
H  1.74875  2.99297  0.55911  0.17

## Properties
Multiplicity: 1
SMILES string: CC[C@@H]1[C@H](B(O)O)OC(=O)[C@@H]1S.COCCOCCOC.COCCOCCOC
Highest occupied orbital energy in eV: -9.05
Frontier orbital gap in eV: 9.24
Electronic energy in eV: -51284.1013
Lowest unoccupied orbital energy in eV: 0.18